1.
13
Properties=species:S:1:pos:R:3 method="wB97M-V/def2-TZVPD" spin_multiplicity=1 homo_lumo_gap_ha=0.3690 de_lowest_kcal_mol=138.90 smiles="N[N+](=O)[O-].CC=O" homo_energy_ev=-9.520 fmax_ha_per_bohr=0.0667 lumo_ev=0.5
N 0.0485 2.6215 -0.8563
N -1.0820 1.9408 -0.6486
O -1.1609 1.3957 0.4410
O -1.8499 1.9528 -1.5661
H 0.8546 2.8486 -0.2670
H 0.1041 3.1862 -1.6891
C -0.3565 -1.4025 0.7087
C 0.2893 -0.0769 0.9884
O 1.1230 0.4191 0.2928
H -0.7451 -1.7351 1.6453
H 0.3945 -2.0203 0.4319
H -1.0303 -1.3853 -0.0818
H 0.0502 0.3256 1.9597

***

2.
14
Properties=species:S:1:pos:R:3 method="wB97M-V/def2-TZVPD" spin_multiplicity=1 homo_lumo_gap_ha=0.3614 de_lowest_kcal_mol=46.99 homo_energy_ev=-9.365 fmax_ha_per_bohr=0.1009 lumo_ev=0.5
C -0.1876 1.2933 -0.2272
C -1.4481 -0.7403 -0.5437
N -0.4797 0.2489 -0.6866
N 0.1917 2.4163 0.0563
O 1.9334 -0.4457 0.7158
O 2.1110 1.5314 2.2746
O -0.0335 0.3487 1.8104
S 1.3061 0.0331 2.1574
H -2.2746 -0.5762 0.1631
H -1.9016 -0.8910 -1.4954
H -0.8851 -1.6611 -0.2657
H 1.4386 -0.3184 -0.0417
H 0.6118 2.6872 0.9514
H 3.1144 1.4317 2.2737

***

3.
12
Properties=species:S:1:pos:R:3 method="wB97M-V/def2-TZVPD" spin_multiplicity=1 homo_lumo_gap_ha=0.3404 de_lowest_kcal_mol=77.22 smiles="NNC(=S)CO" homo_energy_ev=-9.231 fmax_ha_per_bohr=0.0882 lumo_ev=0.0
N -2.4373 -0.4746 -0.0977
N -1.1298 -0.9934 0.0011
C -0.0103 -0.2516 -0.0279
S -0.0594 1.4250 0.0659
C 1.3277 -0.9028 0.3898
O 2.3864 -0.3106 -0.4387
H -2.5077 0.4295 0.5350
H -2.3684 0.2114 -0.9630
H -1.0120 -1.9834 -0.3929
H 1.3425 -2.0835 0.4455
H 1.4122 -0.3591 1.5648
H 2.0582 0.6716 -0.2292

***

4.
12
Properties=species:S:1:pos:R:3 method="wB97M-V/def2-TZVPD" spin_multiplicity=1 homo_lumo_gap_ha=0.3613 de_lowest_kcal_mol=41.93 smiles="CSNC(N)=O" homo_energy_ev=-9.163 fmax_ha_per_bohr=0.1871 lumo_ev=0.7
C 0.9625 0.3501 -1.7593
S -0.8129 0.5376 -1.0102
N -0.7440 0.9803 0.5535
C -0.6802 -0.0878 1.5120
N -0.5247 -1.2752 1.1098
O -0.5943 0.3105 2.6671
H 1.5065 -0.3604 -1.1960
H 0.9195 -0.2450 -2.7017
H 1.5603 1.3183 -1.8233
H -0.4443 1.8015 1.0122
H -0.6776 -1.9337 1.7183
H -0.4707 -1.3962 -0.0825

***

5.
12
Properties=species:S:1:pos:R:3 method="wB97M-V/def2-TZVPD" spin_multiplicity=1 homo_lumo_gap_ha=0.3559 de_lowest_kcal_mol=25.29 smiles="NCC(=O)NS" homo_energy_ev=-8.911 fmax_ha_per_bohr=0.0681 lumo_ev=0.8
N 0.2621 -0.8069 -1.0781
C 0.4621 -0.8534 0.3555
C 0.6033 0.5732 0.8652
O 1.5574 1.1171 1.3304
N -0.5975 1.2598 0.5654
S -2.0255 0.7580 -0.0245
H 1.1459 -0.5611 -1.5317
H -0.0670 -1.6663 -1.5227
H -0.4699 -1.2438 0.7850
H 1.3654 -1.4466 0.6872
H -0.5440 2.2045 0.9287
H -1.6924 0.6655 -1.3604

***

6.
12
Properties=species:S:1:pos:R:3 method="wB97M-V/def2-TZVPD" spin_multiplicity=1 homo_lumo_gap_ha=0.3649 de_lowest_kcal_mol=24.41 smiles="NCC(=O)NS" homo_energy_ev=-9.144 fmax_ha_per_bohr=0.0486 lumo_ev=0.8
N -1.1949 -0.9380 1.3956
C -0.7791 0.4280 1.1632
C 0.6535 0.5449 0.6017
O 1.5676 0.8712 1.2919
N 0.8304 0.2364 -0.7530
S -0.3406 -0.4062 -1.8612
H -0.6258 -1.2915 2.1220
H -2.1607 -0.9882 1.7181
H -1.3535 1.0095 0.4207
H -0.7319 1.0779 2.0215
H 1.8406 0.1564 -0.9946
H -0.7551 -1.3599 -0.9321

***

7.
12
Properties=species:S:1:pos:R:3 method="wB97M-V/def2-TZVPD" spin_multiplicity=3 homo_lumo_gap_ha="0.2971 / 0.3270" de_lowest_kcal_mol=21.85 homo_energy_ev="-7.153 / -9.780" fmax_ha_per_bohr=0.0846 lumo_ev="0.9 / -0.9"
C 0.1073 -1.0473 -0.2468
C -0.9191 -0.4213 0.5352
N 1.4415 -0.2630 -0.2329
N 1.1859 1.0930 -0.4576
O 0.4159 1.6332 0.4288
S -2.2577 0.3250 -0.1632
H 0.4666 -2.0678 -0.0130
H -0.1419 -1.2338 -1.3963
H -0.7633 -0.0393 1.5822
H 1.7966 -0.4400 0.6741
H 0.7883 1.1387 -1.4168
H -2.1202 1.3224 0.7063

***

8.
13
Properties=species:S:1:pos:R:3 method="wB97M-V/def2-TZVPD" spin_multiplicity=1 homo_lumo_gap_ha=0.3543 de_lowest_kcal_mol=41.86 smiles="O/N=C(/CS)NS" homo_energy_ev=-9.009 fmax_ha_per_bohr=0.0434 lumo_ev=0.6
O 2.7374 -0.4613 -0.3747
N 1.6840 -1.0837 0.2603
C 0.6725 -0.3011 0.3000
C -0.5880 -0.8477 0.8885
S -1.8182 -1.4077 -0.3712
N 0.5556 0.9502 -0.3480
S -0.5957 2.1189 0.1400
H 3.4481 -1.1253 -0.3672
H -1.0725 -0.1905 1.6352
H -0.3446 -1.7852 1.4882
H -1.7691 -0.2494 -1.0893
H 1.4740 1.2898 -0.4580
H -1.1966 2.1997 -1.0300

***

9.
11
Properties=species:S:1:pos:R:3 method="wB97M-V/def2-TZVPD" spin_multiplicity=1 homo_lumo_gap_ha=0.3420 de_lowest_kcal_mol=79.14 homo_energy_ev=-8.815 fmax_ha_per_bohr=0.1018 lumo_ev=0.5
C -1.8978 0.1722 0.5239
C 1.3697 -0.9196 -0.2661
H -2.1796 0.4375 1.6488
H -1.7722 -1.1607 0.4302
H -2.6917 0.7131 -0.0582
H 1.6614 0.3078 1.4409
H 2.3316 -1.0576 0.2996
H 1.5794 -1.9988 -1.8065
N 0.7130 -0.1046 0.7219
N 0.7758 -1.4006 -1.2763
S -0.3863 1.1112 0.0237

***

10.
12
Properties=species:S:1:pos:R:3 method="wB97M-V/def2-TZVPD" spin_multiplicity=1 homo_lumo_gap_ha=0.3519 de_lowest_kcal_mol=30.20 smiles="[H]/N=C(/NS)SC" homo_energy_ev=-9.006 fmax_ha_per_bohr=0.0747 lumo_ev=0.6
H 1.6341 2.4754 -0.5790
N 0.6614 2.3727 -0.2774
C 0.3512 1.0902 -0.1623
N -0.9910 0.7209 0.3388
S -2.1169 0.0232 -0.7107
S 1.3324 -0.2056 -0.8256
C 0.7053 -1.4375 0.2166
H -1.4650 1.4680 0.8098
H -2.0524 -1.3385 -0.2551
H -0.2337 -1.8875 0.0805
H 0.7979 -0.9371 1.2061
H 1.3768 -2.3443 0.1583